Entry 1:
C5H8LiO4Yb as an isolated structure in a non-equilibrium geometry, computed with ωB97M-V/def2-TZVPD.

Values from the calculation:
E_LUMO (alpha / beta)	-4.0 / -5.8	eV
relative energy (zero: lowest compared OMol25 entry of this formula, charge and spin)	0.0	kJ/mol
orbital gap (alpha / beta)	0.24153 / 0.28011	Ha
charge	+1
spin multiplicity	3
molecular weight	312.10	u
⟨S²⟩	2.00

Last column: Löwdin spin population.
Element x y z (Å)
O  2.65790  0.50035  -0.07991  0.081
C  2.10431  -0.78610  0.07618  0.008
C  0.82374  -0.78634  0.93661  0.002
H  1.84996  -1.21005  -0.91329  0.002
H  2.84025  -1.48512  0.51463  0.000
H  0.99758  -0.80384  2.02499  0.000
H  0.26836  -1.71907  0.76386  0.000
O  -0.32716  0.39168  -0.96288  0.064
C  -0.20365  0.44653  0.49429  0.007
C  -1.70580  0.40346  -1.31324  0.005
O  0.33023  1.60745  0.83617  0.067
O  -1.50420  0.27566  0.96918  0.003
C  -2.33564  -0.21060  -0.07180  0.001
H  -1.84317  -0.19293  -2.22172  0.000
H  -2.04302  1.43666  -1.48106  0.001
H  -2.30386  -1.31119  -0.10646  0.000
H  -3.36195  0.12618  0.10943  0.000
Yb  1.59337  2.03068  -1.15211  1.684
Li  2.16277  1.28658  1.57714  0.073

Forces on atoms 1 to 3 (eV/Å):
O -0.163 1.695 -0.729
C -0.497 -1.236 -0.096
C -1.707 0.583 -0.940

---

Entry 2:
C5H8LuMgO5 as an isolated structure in a non-equilibrium geometry, computed with ωB97M-V/def2-TZVPD.

Values from the calculation:
E_LUMO (alpha / beta)	-8.5 / -8.5	eV
orbital gap (alpha / beta)	0.16737 / 0.32561	Ha
charge	+2
spin multiplicity	2
molecular weight	347.39	u
⟨S²⟩	0.75

Last column: Löwdin spin population.
Element x y z (Å)
C  -1.16563  2.16215  -1.05326  0.031
O  -2.06178  2.86252  -1.58020  0.203
O  -1.37829  1.14484  -0.35620  0.010
Mg  -2.31902  4.79415  -1.84516  0.747
O  1.55016  0.82977  1.46160  0.000
C  2.88682  0.64864  1.43896  0.000
C  3.32622  -0.45629  0.56791  0.000
O  2.38424  -1.12601  0.08554  0.000
C  2.35429  -2.43270  -0.56254  0.000
C  1.12498  -3.10092  0.06510  0.000
O  0.06484  -2.22478  0.14388  0.000
Lu  0.05571  -0.29385  0.68643  0.004
H  3.36098  0.39254  2.42068  0.000
H  3.48317  1.53290  1.10658  0.000
H  4.36461  -0.79392  0.45386  0.000
H  -0.11170  2.43125  -1.31709  0.004
H  3.30725  -2.94383  -0.38772  0.000
H  2.20085  -2.20747  -1.62374  0.000
H  1.42593  -3.49034  1.05912  0.000
H  0.90673  -3.98545  -0.56485  0.000

Forces on atoms 1 to 3 (eV/Å):
C 0.040 0.648 -1.359
O 0.458 -0.132 0.706
O 0.976 -1.148 0.858

---

Entry 3:
An isolated ion of composition C5H8N and charge +1 in a non-equilibrium geometry, computed with ωB97M-V/def2-TZVPD.

Values from the calculation:
E_LUMO	-5.6	eV
relative energy (zero: lowest compared OMol25 entry of this formula, charge and spin)	495.6	kJ/mol
orbital gap	0.38115	Ha
charge	+1
molecular weight	82.13	u

Last column: Löwdin charge in e.
Element x y z (Å)
C  -1.15959  0.19713  -0.42673  -0.126
C  -0.01043  1.11547  -0.61702  0.040
C  -1.63830  -1.07029  -0.91822  0.091
C  0.59195  -0.18683  0.05740  -0.243
C  1.33276  0.14165  1.28618  -0.025
N  -0.84780  -0.77029  0.36454  0.177
H  0.20490  1.34789  -1.75593  0.183
H  0.08406  1.98864  0.03633  0.132
H  -2.63962  -1.40968  -0.55474  0.146
H  -1.25720  -1.62677  -1.81942  0.155
H  1.15621  -0.82663  -0.56522  0.152
H  0.84622  1.09076  1.66584  0.105
H  2.32073  0.42431  1.06044  0.094
H  1.01613  -0.41537  2.18657  0.118

Forces on atoms 1 to 3 (eV/Å):
C -0.680 0.981 -1.989
C 0.017 -0.235 -2.508
C -1.626 -0.786 -0.349

---

Entry 4:
A 2-piece molecular cluster, C5H8N overall in a non-equilibrium geometry, computed with ωB97M-V/def2-TZVPD.

Values from the calculation:
E_LUMO	-6.2	eV
relative energy (zero: lowest compared OMol25 entry of this formula, charge and spin)	546.9	kJ/mol
orbital gap	0.32042	Ha
charge	+1
molecular weight	82.13	u

Last column: Löwdin charge in e.
Element x y z (Å)
C  -2.75874  0.17431  0.17886  0.288
C  -1.59553  -0.23037  0.03186  -0.036
C  0.73558  -1.19604  0.74927  -0.043
C  0.85490  -1.09240  -0.77524  -0.010
C  -0.28021  -0.44985  -0.00481  -0.146
N  0.51317  1.71924  -0.15149  0.184
H  -3.72722  0.54105  0.15736  0.054
H  0.35813  -2.01654  1.33763  0.134
H  1.44699  -0.81019  1.41800  0.110
H  1.71979  -0.32153  -1.02365  0.154
H  0.99142  -1.77287  -1.53962  0.090
H  0.51037  1.84132  -1.11762  0.068
H  1.40535  1.53320  0.31522  0.100
H  -0.17401  2.08067  0.42423  0.053

Forces on atoms 1 to 3 (eV/Å):
C 4.298 -1.538 -0.663
C -4.907 1.453 0.493
C -0.843 -0.612 -0.482

---

Entry 5:
C5H8N as an isolated structure in a non-equilibrium geometry, computed with ωB97M-V/def2-TZVPD.

Values from the calculation:
E_LUMO	-5.8	eV
relative energy (zero: lowest compared OMol25 entry of this formula, charge and spin)	588.1	kJ/mol
orbital gap	0.31811	Ha
charge	+1
molecular weight	82.13	u

Last column: Löwdin charge in e.
Element x y z (Å)
C  -1.77367  0.02321  0.79278  0.112
C  -1.51270  -0.28320  -0.53785  0.054
C  0.29940  1.52525  0.23689  0.038
C  -0.27660  0.38968  1.16604  -0.085
C  -0.15150  0.24217  -0.30761  -0.066
N  1.63309  -1.31585  -0.92734  0.108
H  -2.74234  0.09697  1.18268  0.110
H  -1.87484  -0.25098  -1.54695  0.118
H  -0.32508  2.38881  0.11177  0.124
H  1.26058  1.75219  0.55144  0.105
H  0.24210  0.10209  2.02694  0.131
H  1.16819  -1.84810  -1.72809  0.106
H  1.41377  -1.71493  -0.00278  0.066
H  2.63960  -1.10731  -1.01791  0.079

Forces on atoms 1 to 3 (eV/Å):
C 2.087 -0.972 -3.200
C 1.575 1.243 1.163
C -2.626 -0.130 0.493

---

Entry 6:
An isolated ion of composition C5H8N and charge +1 in a non-equilibrium geometry, computed with ωB97M-V/def2-TZVPD.

Values from the calculation:
E_LUMO	-3.9	eV
relative energy (zero: lowest compared OMol25 entry of this formula, charge and spin)	345.6	kJ/mol
orbital gap	0.38536	Ha
charge	+1
SMILES string	CC#[N+]C1CC1
molecular weight	82.13	u

Last column: Löwdin charge in e.
Element x y z (Å)
C  0.29571  -0.30061  -1.55877  0.009
C  -0.16180  -0.20608  1.95212  -0.059
C  -0.05431  1.35764  2.12050  0.050
C  -0.52171  0.57434  0.69053  -0.200
C  0.40389  -1.07835  -2.71661  0.002
N  -0.04069  0.18889  -0.58422  0.224
H  0.87827  -0.59182  1.95604  0.133
H  -0.90715  -0.56028  2.55275  0.076
H  -0.82615  1.91651  2.60930  0.101
H  0.93282  1.67210  1.78407  0.098
H  -1.53156  0.82571  0.35875  0.151
H  -0.53888  -1.60837  -3.10774  0.155
H  1.28740  -1.77557  -2.53892  0.142
H  0.78417  -0.41412  -3.51781  0.118

Forces on atoms 1 to 3 (eV/Å):
C -1.586 0.242 1.241
C 2.338 3.773 -1.333
C 1.424 -3.049 -4.225